# C33H40BCrF4GeN6O5Se

A structure of composition C33H40BCrF4GeN6O5Se (wB97M-V/def2-TZVPD, the OMol25 dataset).

The lowest unoccupied orbital energy (spin up / spin down) is -0.69 / -0.75 eV. The gap between HOMO and LUMO (spin up / spin down) comes out at 7.3 / 7.4 eV. For the molar mass, the calculation gives 891.09 u. The expectation value of S² is 3.78. The calculation puts the energy at -7933.634210 hartree.

```
! wB97M-V def2-TZVPD RIJCOSX def2/J DEFGRID3
* xyz 0 4
Cr -0.1606 -0.0057 -1.3584
C -0.0192 -1.0762 5.5087
C 0.3407 -0.8398 4.0677
C 1.3174 -1.6060 3.4287
C 1.6087 -1.4241 2.0940
C 0.9621 -0.4533 1.3131
N 1.2577 -0.3107 -0.0422
C 2.6109 -0.3243 -0.3909
C 3.5849 0.2605 0.4297
C 4.9122 0.3241 0.0586
C 5.3363 -0.1617 -1.1754
C 6.7639 -0.0150 -1.6252
C 4.3848 -0.7450 -1.9943
C 3.0557 -0.8643 -1.5989
N 2.1706 -1.5778 -2.4566
C 2.5411 -2.5024 -3.3703
C 1.4842 -2.7186 -4.2147
C 0.4763 -1.8686 -3.7486
N 0.8885 -1.1997 -2.6821
C 0.0019 0.3233 1.9697
C -0.3099 0.1181 3.3121
N -0.6778 1.3739 1.2907
C -1.0939 2.5426 1.8142
C -1.7541 3.2381 0.8274
C -1.6804 2.4155 -0.2949
N -1.0367 1.2873 -0.0045
H 0.8657 -1.3112 6.0996
H -0.7103 -1.9164 5.6063
H -0.4969 -0.2005 5.9468
H 1.8451 -2.3705 3.9867
H 2.3663 -2.0349 1.6189
H 3.2751 0.6745 1.3816
H 5.6282 0.7871 0.7271
H 7.4511 -0.1072 -0.7845
H 6.9287 0.9642 -2.0794
H 7.0276 -0.7709 -2.3643
H 4.6781 -1.1067 -2.9715
H 3.5238 -2.9381 -3.3373
H 1.4249 -3.4027 -5.0414
H -0.5221 -1.7517 -4.1292
H -1.0850 0.7217 3.7688
H -0.8699 2.8007 2.8345
H -2.1990 4.2139 0.9016
H -2.0304 2.5858 -1.3006
C -3.2927 0.1398 -2.0557
O -1.9208 0.1632 -2.5041
H -3.9289 0.4429 -2.8842
H -3.3962 0.8416 -1.2352
H -3.5846 -0.8622 -1.7470
H -1.9451 -0.3096 -3.3704
C -3.9104 -2.4470 3.6723
Ge -3.6690 -1.8827 1.8165
C -3.8299 0.0650 1.7354
C -4.9515 -2.7496 0.6337
C -1.8446 -2.4618 1.3290
Se -1.4781 -2.2953 -0.5708
C -0.0005 -3.5414 -0.6896
H -4.8941 -2.1523 4.0390
H -3.1558 -1.9796 4.3073
H -3.8199 -3.5292 3.7679
H -4.8795 0.3576 1.7761
H -3.3995 0.4682 0.8193
H -3.3200 0.5187 2.5853
H -5.9478 -2.3388 0.7993
H -4.9856 -3.8207 0.8352
H -4.6920 -2.6167 -0.4174
H -1.7941 -3.5352 1.5255
H -1.0911 -1.9703 1.9360
H -0.3092 -4.4760 -0.2274
H 0.8773 -3.1320 -0.1946
H 0.1830 -3.7075 -1.7478
F -1.9646 -3.3461 -3.4067
B -2.9741 -2.7088 -4.1595
F -2.4518 -1.3722 -4.4840
F -4.1124 -2.5373 -3.3799
F -3.2192 -3.3730 -5.3346
O 0.4347 3.2382 -3.6506
C 0.6034 2.7358 -2.5606
O 0.5542 1.4522 -2.3398
C 0.9646 3.6235 -1.3884
C 0.6454 4.9768 -1.4575
C 0.9102 5.8123 -0.3869
C 1.5133 5.2717 0.7363
C 1.8780 3.9410 0.8160
C 1.5934 3.1171 -0.2600
N 1.7695 6.1453 1.8967
O 2.2097 5.6273 2.9049
O 1.5013 7.3236 1.7874
H 0.1826 5.3531 -2.3595
H 0.6587 6.8622 -0.4065
H 2.3667 3.5705 1.7058
H 1.8507 2.0708 -0.2274
*
```

Mulliken population analysis, charges in e, atoms 1 to 5: Cr -0.1117; C -1.7983; C 0.4071; C -1.2220; C 0.1043



# C6H12

The molecule C6H12 (wB97M-V/def2-TZVPD, the OMol25 dataset).

The lowest unoccupied orbital energy is 0.62 eV. The gap between HOMO and LUMO comes out at 7.9 eV. For the molar mass, the calculation gives 84.16 u. The calculation puts the energy at -235.617332 hartree.

```
! wB97M-V def2-TZVPD RIJCOSX def2/J DEFGRID3
* xyz 0 1
C -1.3250 1.8419 0.1540
C -0.7879 0.6125 -0.4017
C 1.5136 0.1764 0.6465
C -1.0538 -0.7131 0.1720
C 0.0006 -1.5684 -0.5469
C 1.1515 -0.5776 -0.7876
H -0.9189 2.6158 -0.4898
H -2.4026 1.7726 -0.0782
H -1.3044 2.1748 1.1996
H 2.3856 0.7880 0.4171
H 1.8189 -0.6903 1.2527
H 0.8972 0.7911 1.3513
H -1.0053 -0.7856 1.2710
H -2.0942 -0.9497 -0.1075
H -0.3849 -1.9903 -1.4855
H 0.3492 -2.3973 0.0754
H 1.0459 -0.0314 -1.7463
H 2.1146 -1.0692 -0.8958
*
```

Mulliken population analysis, charges in e, atoms 1 to 5: C -1.1854; C -0.2169; C -1.0774; C -0.4480; C -0.5254



# C7H13NO4

A cluster of 2 separate species, C7H13NO4 in total (wB97M-V/def2-TZVPD, the OMol25 dataset).

The lowest unoccupied orbital energy is 0.50 eV. The gap between HOMO and LUMO comes out at 8.2 eV. For the molar mass, the calculation gives 175.18 u. The calculation puts the energy at -630.022219 hartree.

```
! wB97M-V def2-TZVPD RIJCOSX def2/J DEFGRID3
* xyz 0 1
C 0.5884 2.4088 0.7854
C 1.6692 -1.6335 -1.5204
C 0.1370 0.3003 -0.9942
C 1.3141 -0.2732 -0.8869
C -0.6728 -1.7590 -1.7616
C -1.1928 -2.6668 -0.7006
C -1.4997 2.3610 2.2784
N -0.1095 2.0974 1.8249
O 0.5757 1.2762 2.8632
O 0.5882 -1.9435 -2.3939
O -0.9754 -0.4148 -1.4266
O 2.3970 0.2906 -0.3034
H -0.1084 3.0902 0.2260
H 2.4722 -1.4909 -2.2294
H 1.8438 -2.3620 -0.7196
H -0.0253 1.3677 -0.8526
H 1.4922 1.4776 2.7335
H -1.3720 -1.9432 -2.6325
H -2.2074 -3.0423 -0.9169
H -1.0229 -2.2134 0.3236
H -0.6384 -3.6338 -0.7704
H -2.1163 2.4609 1.4655
H -1.7760 1.5835 2.8966
H -1.5042 3.4247 2.8192
H 2.1431 1.2376 -0.1074
*
```

Mulliken population analysis, charges in e, atoms 1 to 5: C -0.8166; C -0.4144; C -0.3857; C 0.4801; C 0.3301



# C5H10N2

The molecule C5H10N2 (wB97M-V/def2-TZVPD, the OMol25 dataset).

The lowest unoccupied orbital energy (spin up / spin down) is 0.90 / 0.90 eV. The gap between HOMO and LUMO (spin up / spin down) comes out at 7.5 / 7.5 eV. For the molar mass, the calculation gives 98.15 u. The calculation puts the energy at -305.899358 hartree.

```
! wB97M-V def2-TZVPD RIJCOSX def2/J DEFGRID3
* xyz 0 1
C -0.2012 -1.0535 -2.1732
C -1.0080 -1.2973 -0.9488
N -0.9751 -0.4189 0.0472
C -0.5802 0.8738 -0.0301
C 0.3487 1.4335 0.9683
C 0.7230 0.7140 2.2109
N 1.7007 0.8378 1.1345
H 0.6689 -0.4369 -1.8953
H -0.7124 -0.5088 -2.9768
H 0.1497 -2.0031 -2.5935
H -1.6010 -2.1930 -0.8116
H -1.2643 -0.7526 0.9658
H -0.6067 1.3020 -1.0241
H 0.3881 2.5204 0.9934
H 0.9613 1.2702 3.1144
H 0.2794 -0.2586 2.4207
H 1.7291 -0.0291 0.5981
*
```

Mulliken population analysis, charges in e, atoms 1 to 5: C -1.1250; C -0.1143; N -0.0930; C -0.9687; C 0.2753